The following is a quantum chemistry calculation of a structure of composition C36H53AsMnN6O4P2S4 in a non-equilibrium geometry, from OMol25.

## Properties
E_tot: -209390.8583 eV
E_HOMO (spin up / spin down): -11.922 / -11.932 eV
Net charge: +2
<S²>: 3.80
Orbital gap (spin up / spin down): 6.7387 / 3.5849 eV
2S+1: 4

Structure (XYZ):
```
107
Properties=species:S:1:pos:R:3:forces:R:3
Mn 0.205 -0.074 0.946 -1.32 -0.46 1.03
C 2.651 -0.363 2.747 -0.08 0.16 0.02
N 1.467 0.408 2.380 0.33 -0.11 -0.04
C 1.025 1.349 3.162 0.07 0.05 0.00
C -0.199 1.935 2.808 -0.02 -0.08 -0.04
C -1.081 2.852 3.372 -0.01 0.10 0.05
C -2.225 2.835 2.569 -0.01 0.01 0.03
C -2.003 1.902 1.553 -0.04 0.09 0.02
N -0.782 1.369 1.687 0.08 -0.05 -0.11
C 3.972 0.354 2.543 -0.06 0.19 -0.06
C 4.047 1.565 1.863 0.05 -0.05 0.17
C 5.265 2.225 1.712 -0.04 -0.05 -0.08
C 6.427 1.661 2.214 0.00 -0.03 -0.02
C 6.363 0.443 2.881 -0.09 -0.06 0.04
C 5.140 -0.200 3.056 0.15 -0.07 -0.12
H 2.627 -1.267 2.135 0.01 -0.06 0.17
H 2.589 -0.696 3.786 -0.08 0.02 0.05
H 1.574 1.632 4.059 -0.02 0.01 -0.01
H -0.904 3.446 4.258 -0.04 -0.03 -0.06
H -3.119 3.424 2.703 0.05 -0.02 -0.01
H -2.654 1.617 0.743 0.03 0.01 -0.01
H 3.139 2.023 1.507 -0.04 0.08 -0.12
H 5.294 3.187 1.212 -0.01 -0.06 0.02
H 7.375 2.174 2.111 -0.02 -0.01 0.00
H 7.262 0.008 3.298 -0.02 0.00 0.00
H 5.099 -1.134 3.609 0.01 0.03 0.00
C 0.325 -3.896 0.710 0.00 -0.09 0.08
N -0.393 -3.929 1.988 0.00 -0.09 -0.10
C -0.827 -5.279 2.360 0.04 0.05 0.01
P -1.337 -2.633 2.318 -0.12 0.03 0.02
O -0.539 -1.370 2.299 0.45 0.21 -0.38
O -2.472 -2.605 1.171 0.08 -0.05 -0.04
P -2.513 -1.670 -0.144 0.03 0.26 0.03
O -1.315 -0.790 -0.251 0.15 0.06 0.13
N -2.537 -2.685 -1.412 -0.01 0.01 -0.21
C -1.657 -2.516 -2.570 0.02 -0.10 0.04
C -3.660 -3.607 -1.588 0.09 0.06 -0.03
N -3.912 -0.864 0.091 -0.27 -0.14 -0.12
C -5.066 -1.421 0.806 0.09 0.15 0.01
C -4.288 0.037 -1.012 -0.01 -0.10 0.06
N -2.169 -2.804 3.685 -0.01 -0.08 0.18
C -3.339 -3.678 3.813 0.03 0.13 0.03
C -1.713 -2.171 4.931 -0.04 -0.08 -0.06
H 1.204 -4.537 0.782 -0.01 0.00 0.00
H 0.657 -2.884 0.481 0.01 0.06 -0.01
H -0.301 -4.250 -0.117 -0.01 0.01 0.01
H 0.046 -5.930 2.377 0.01 0.00 -0.01
H -1.552 -5.689 1.648 0.01 0.01 0.01
H -1.259 -5.279 3.356 -0.01 0.02 0.02
H -0.871 -1.802 -2.338 0.00 0.01 0.01
H -2.216 -2.151 -3.435 -0.03 -0.01 0.03
H -1.204 -3.475 -2.832 -0.02 0.01 0.01
H -4.229 -3.704 -0.665 0.01 0.00 0.01
H -3.284 -4.595 -1.856 0.00 0.00 0.00
H -4.333 -3.268 -2.379 0.00 0.02 0.00
H -4.743 -2.077 1.609 0.01 0.00 0.00
H -5.733 -1.970 0.135 0.02 0.01 -0.01
H -5.628 -0.597 1.246 -0.01 0.01 0.01
H -3.403 0.485 -1.466 0.01 -0.01 0.02
H -4.899 0.843 -0.608 0.00 0.02 0.02
H -4.870 -0.489 -1.776 0.00 -0.01 0.02
H -3.618 -4.102 2.850 0.03 0.00 -0.01
H -4.182 -3.101 4.193 0.00 0.01 0.00
H -3.138 -4.493 4.510 0.01 -0.01 0.00
H -0.916 -1.464 4.722 -0.01 -0.01 -0.02
H -1.356 -2.921 5.639 -0.01 -0.02 -0.02
H -2.547 -1.630 5.378 -0.01 0.01 0.00
C -3.458 4.965 -1.907 -0.04 0.10 -0.06
As -2.186 3.936 -2.912 0.01 -0.24 0.11
C -3.079 3.398 -4.528 -0.03 0.09 -0.07
C -0.846 5.191 -3.477 0.00 0.06 -0.04
S -1.462 2.298 -1.829 -0.10 0.12 -0.17
H -3.868 5.772 -2.514 0.01 -0.01 0.02
H -2.952 5.373 -1.036 -0.01 0.00 0.04
H -4.255 4.300 -1.584 -0.03 -0.01 0.02
H -3.278 4.260 -5.164 -0.02 0.00 0.01
H -4.015 2.910 -4.266 -0.02 -0.04 0.00
H -2.435 2.694 -5.047 0.01 -0.03 -0.03
H -1.311 5.955 -4.101 0.04 0.00 0.01
H -0.080 4.663 -4.039 0.02 -0.01 0.00
H -0.399 5.652 -2.599 0.03 -0.01 0.02
O 1.222 0.130 -0.468 0.75 -0.02 -0.73
C 2.081 0.515 -1.496 -0.24 0.09 0.08
C 2.187 2.030 -1.641 -0.03 -0.12 -0.09
C 2.782 2.716 -2.665 0.04 0.11 -0.05
C 2.788 4.120 -2.455 0.06 -0.09 -0.06
C 2.196 4.458 -1.274 -0.06 0.09 0.04
S 1.601 3.100 -0.443 0.11 -0.18 0.25
C 3.458 -0.036 -1.170 0.38 0.15 0.11
C 4.747 0.477 -1.525 -0.36 -0.15 -0.07
C 5.779 -0.303 -1.068 -0.04 -0.13 0.16
C 5.316 -1.406 -0.335 -0.06 0.02 0.07
S 3.611 -1.472 -0.219 0.22 0.23 -0.42
C 1.687 -0.156 -2.813 0.14 -0.15 -0.06
C 1.963 -1.456 -3.202 -0.06 0.23 0.17
C 1.438 -1.781 -4.470 0.00 0.01 -0.01
C 0.779 -0.723 -5.027 -0.07 0.03 -0.09
S 0.777 0.655 -4.026 0.09 -0.10 0.03
H 3.199 2.241 -3.546 -0.04 0.04 0.05
H 3.216 4.835 -3.143 -0.02 -0.03 0.03
H 2.060 5.443 -0.852 -0.01 -0.05 -0.07
H 4.880 1.384 -2.097 -0.12 -0.03 0.04
H 6.824 -0.091 -1.237 -0.01 -0.06 0.06
H 5.914 -2.168 0.149 0.00 0.09 -0.08
H 2.517 -2.163 -2.605 0.02 -0.01 0.04
H 1.555 -2.744 -4.948 -0.01 0.06 0.01
H 0.282 -0.686 -5.986 0.02 -0.02 0.07
```
Positions in Å, forces in eV/Å.